[1]
Entry from the OMol25 dataset: a structure of composition C11H26Br6O9S3 at a distorted geometry (the ωB97M-V functional and the def2-TZVPD basis).

```
55
Properties=species:S:1:pos:R:3
O -16.48 12.99 -19.83
S -16.81 13.54 -18.51
O -17.83 12.91 -17.64
O -15.38 13.84 -17.74
C -15.09 13.06 -16.61
C -13.60 13.20 -16.03
C -17.31 15.29 -18.86
H -15.21 11.99 -16.79
H -15.66 13.29 -15.72
H -13.49 12.36 -15.35
H -13.47 14.18 -15.58
H -12.81 13.10 -16.77
H -18.36 15.27 -19.14
H -16.65 15.51 -19.70
H -17.09 15.81 -17.94
O -10.99 11.25 -20.04
S -9.91 10.80 -19.17
O -8.78 11.69 -18.97
O -10.58 10.41 -17.70
C -11.81 10.98 -17.34
C -12.32 10.36 -16.01
C -9.35 9.15 -19.79
H -12.58 10.75 -18.07
H -11.81 12.07 -17.26
H -12.09 9.30 -16.12
H -13.40 10.42 -15.93
H -11.82 10.73 -15.11
H -10.25 8.68 -20.19
H -8.88 8.59 -18.99
H -8.70 9.23 -20.66
O -17.23 6.35 -12.23
S -17.56 7.62 -11.63
O -18.90 7.98 -11.21
O -16.60 7.82 -10.33
C -17.15 7.94 -9.04
C -17.92 6.69 -8.60
C -16.84 8.94 -12.65
H -17.70 8.86 -8.84
H -16.28 7.98 -8.37
H -18.96 6.68 -8.94
H -18.06 6.69 -7.52
H -17.41 5.80 -8.95
H -16.54 9.76 -12.00
H -17.59 9.23 -13.39
H -15.95 8.47 -13.06
C -14.34 9.54 -14.77
Br -16.16 8.86 -14.53
Br -13.09 8.37 -13.86
Br -14.45 11.41 -14.27
H -14.20 9.45 -15.85
C -15.09 9.86 -18.30
Br -14.88 11.55 -19.32
Br -16.16 10.07 -16.65
Br -13.31 9.05 -17.94
H -15.57 9.25 -19.07
```

The HOMO-LUMO gap comes out at 6.2621 eV. The value obtained for the energy relative to the best compared isomer or geometry (same formula, charge and spin) is 1627.62 kJ/mol. The value obtained for the HOMO energy is -6.76 eV.

[2]
Entry from the OMol25 dataset: a structure of composition C11H26Cl2FeN4 (the ωB97M-V functional and the def2-TZVPD basis).

```
44
Properties=species:S:1:pos:R:3
Fe -0.07 0.10 0.37
C 3.01 -1.52 0.34
C 1.95 -2.08 1.28
N 0.54 -1.87 0.78
C 0.14 -2.73 -0.38
C -1.26 -2.31 -0.77
N -1.25 -0.84 -1.05
C -2.63 -0.25 -1.16
C -2.59 1.13 -1.78
C -2.00 2.18 -0.86
N -0.55 1.94 -0.52
C 0.42 2.19 -1.63
C 1.79 1.79 -1.11
N 1.73 0.38 -0.63
C 2.93 -0.02 0.18
H 3.98 -1.77 0.76
H 3.00 -2.02 -0.64
H 2.09 -3.14 1.46
H 2.01 -1.57 2.24
H -0.06 -2.15 1.56
H 0.86 -2.59 -1.19
H 0.17 -3.78 -0.10
H -1.63 -2.86 -1.64
H -1.96 -2.48 0.05
H -0.79 -0.68 -1.95
H -3.25 -0.94 -1.74
H -3.06 -0.22 -0.15
H -2.09 1.10 -2.75
H -3.62 1.44 -2.01
H -2.08 3.19 -1.28
H -2.54 2.19 0.09
H -0.33 2.62 0.21
H 0.12 1.60 -2.49
H 0.40 3.24 -1.93
H 2.57 1.91 -1.87
H 2.07 2.41 -0.26
H 1.70 -0.24 -1.44
H 3.82 0.39 -0.32
H 2.86 0.48 1.15
Cl -0.63 0.67 2.55
C -1.27 1.24 4.51
Cl -2.92 1.20 4.60
H -0.81 2.22 4.48
H -0.74 0.44 5.01
```

The HOMO-LUMO gap (spin up / spin down) comes out at 9.1521 / 8.6496 eV. The value obtained for the energy relative to the best compared isomer or geometry (same formula, charge and spin) is 8.31 kJ/mol. As for the total charge: +3. As for the spin multiplicity: 6. The value obtained for the HOMO energy (spin up / spin down) is -20.01 / -21.14 eV.

[3]
Entry from the OMol25 dataset: a structure of composition C11H26LaN6O7 at a distorted geometry (the ωB97M-V functional and the def2-TZVPD basis).

```
51
Properties=species:S:1:pos:R:3
O -1.20 -2.31 -2.57
H -1.80 -3.08 -2.64
La -0.64 -0.79 -0.84
N 0.84 -1.01 1.43
N -1.30 -2.23 1.01
N 1.25 0.94 -1.09
N -0.10 0.09 -3.11
O 2.02 -0.47 1.59
O 1.94 1.47 -0.03
O -0.70 -0.50 -4.21
O -2.55 -2.04 0.66
C -0.98 -2.16 2.34
C 0.26 -1.52 2.56
C 1.47 1.60 -2.25
C 0.67 1.15 -3.36
C 0.86 -1.31 3.90
H 0.89 -0.23 4.15
H 1.89 -1.69 3.94
H 0.28 -1.81 4.68
C -1.90 -2.61 3.40
H -2.70 -3.21 2.95
H -2.36 -1.76 3.92
H -1.37 -3.21 4.15
C 2.43 2.74 -2.39
C 0.74 1.80 -4.70
H 3.12 2.76 -1.55
H 1.89 3.70 -2.43
H 3.00 2.65 -3.32
H -0.19 1.63 -5.26
H 1.57 1.41 -5.30
H 0.89 2.88 -4.60
H 1.99 0.68 0.64
H -1.03 -1.37 -3.80
C 0.52 -2.69 -1.61
H 0.41 -2.94 -0.54
H 1.35 -2.00 -1.86
H 0.65 -3.60 -2.17
O 3.90 -2.34 0.57
H 4.74 -1.93 0.34
H 3.34 -1.61 0.93
C -1.35 3.69 1.21
N -2.24 2.69 1.79
C -2.36 1.46 1.27
N -3.20 0.60 1.91
O -1.72 1.11 0.23
H -0.34 3.29 1.07
H -1.33 4.54 1.89
H -1.72 4.03 0.23
H -2.80 2.93 2.60
H -3.28 -0.35 1.56
H -3.74 0.93 2.70
```

The HOMO-LUMO gap (spin up / spin down) comes out at 7.6330 / 4.8031 eV. As for the total charge: +1. The value obtained for the HOMO energy (spin up / spin down) is -11.75 / -9.95 eV.

Computed electronic energy, in the same sequence as the records: -482995.19279 -77193.88967 -35950.64712 eV.